17
Properties=species:S:1:pos:R:3:mulliken_charge:R:1 method="wB97M-V/def2-TZVPD" gap_ev=9.52 lumo_energy_ha=-0.1292 homo_ha=-0.479 charge=+1 e_above_lowest_kcal_mol=5.37
C -2.22293 -0.18146 -1.17421 -0.76
N -1.04453 -0.99077 -0.69025 -0.18
H -1.88034 0.64570 -1.76719 0.32
H -2.70513 0.20316 -0.27910 0.34
H -2.85544 -0.82744 -1.74876 0.37
H -0.42282 -1.38413 -1.39487 0.39
H -0.51198 -0.44185 0.02589 -0.10
H -1.47168 -1.77114 -0.18728 0.40
C 1.25036 -0.11231 2.02189 -0.77
S 0.52407 1.21290 1.02042 -0.08
C 1.61938 1.16866 -0.43001 -0.80
H 1.08218 -1.12365 1.66949 0.32
H 2.32702 0.06312 2.08187 0.31
H 0.87165 0.02733 3.03472 0.29
H 2.63831 1.41606 -0.16939 0.35
H 1.19025 1.89978 -1.11017 0.32
H 1.61165 0.19606 -0.90304 0.29

90
Properties=species:S:1:pos:R:3:lowdin_spin:R:1 method="wB97M-V/def2-TZVPD" gap_ev="9.00 / 3.70" lumo_energy_ha="-0.1229 / -0.3178" homo_ha="-0.454 / -0.454" multiplicity=2 charge=+1
C 2.55404 2.56818 -0.69421 0.00
C 4.02819 2.83175 -1.09852 0.00
O 4.29235 2.00557 -2.21255 0.00
S 2.98776 1.61057 -3.09148 0.00
O 2.92285 0.16132 -3.44804 0.00
O 2.62114 2.70610 -4.02796 0.00
O 1.97377 1.74626 -1.71129 0.00
H 2.05419 3.49742 -0.42081 0.00
H 2.76371 1.89018 0.13311 0.00
H 4.73414 2.65021 -0.28809 0.00
H 4.33441 3.82878 -1.41515 0.00
C -7.54523 0.86715 1.00069 0.00
C -6.13220 0.83199 0.64802 0.00
O -6.05315 0.94599 -0.76800 0.00
S -7.47508 1.28251 -1.49397 0.00
O -8.02784 0.00280 -1.95711 0.00
O -7.43749 2.45384 -2.35461 0.00
O -8.06973 1.70101 0.00444 0.00
H -7.53248 1.44008 1.92789 0.00
H -8.04745 -0.09616 1.08958 0.00
H -5.72678 -0.15153 0.88556 0.00
H -5.55056 1.67545 1.02001 0.00
C -0.65558 2.09075 -3.94849 0.00
C -1.60923 2.70580 -5.05498 0.00
O -2.87956 2.13295 -4.74051 0.00
S -2.75201 0.67360 -4.14231 0.00
O -2.37024 -0.32479 -5.16440 0.00
O -3.98469 0.41307 -3.32063 0.00
O -1.45110 1.08156 -3.23888 0.00
H -0.29911 2.85676 -3.25984 0.00
H 0.24774 1.85766 -4.51220 0.00
H -1.29395 2.59953 -6.09295 0.00
H -1.74725 3.78674 -5.03011 0.00
C 0.14029 1.62975 4.52302 0.00
C -1.25490 1.90368 4.07008 0.00
O -1.79011 2.75907 4.99321 0.00
S -0.68691 3.98419 5.23326 0.00
O -0.64053 4.33036 6.67724 0.00
O -0.88915 5.01002 4.16935 0.00
O 0.58081 2.93245 4.79951 0.00
H 0.76825 1.07241 3.82794 0.00
H 0.16166 1.05901 5.45141 0.00
H -1.80865 0.97748 3.91640 0.00
H -1.24104 2.41573 3.10794 0.00
C 4.51966 -3.07434 0.80769 0.00
C 4.46492 -2.39546 -0.63903 0.00
O 4.02519 -1.08178 -0.38177 0.00
S 4.79780 -0.62656 1.03306 0.00
O 3.93123 0.06641 1.92076 0.00
O 6.08200 -0.04681 0.69848 0.00
O 5.13565 -2.12332 1.58564 0.00
H 5.20575 -3.92132 0.81242 0.00
H 3.54762 -3.26292 1.26341 0.00
H 3.91610 -3.14400 -1.21049 0.00
H 5.40673 -2.18579 -1.14611 0.00
C -1.91731 -3.66012 -5.24638 0.00
C -1.70695 -3.22258 -3.80686 0.00
O -0.70767 -2.27836 -3.91050 0.00
S 0.46089 -2.62437 -5.05338 0.00
O 1.59819 -3.30541 -4.55351 0.00
O 0.67837 -1.59478 -6.04835 0.00
O -0.59649 -3.77304 -5.71095 0.00
H -2.52277 -2.84780 -5.64844 0.00
H -2.51127 -4.56918 -5.34086 0.00
H -1.33440 -4.07936 -3.24541 0.00
H -2.56291 -2.70007 -3.37975 0.00
C -2.55325 -0.53296 -0.67868 -0.01
C -1.38635 -0.54876 0.26072 -0.02
O -1.39232 0.07479 1.35622 0.40
N -0.21528 -1.11627 -0.17886 0.50
C 1.01944 -0.93462 0.63334 0.06
H -2.93506 0.46286 -0.90383 0.00
H -3.30599 -1.21276 -0.27950 -0.01
H -2.22525 -0.80676 -1.68144 0.00
H -0.18205 -1.57174 -1.07972 0.01
H 1.84802 -0.76828 -0.05506 0.02
H 1.30538 -1.79525 1.23803 0.03
H 0.96930 -0.04526 1.26152 0.01
C 3.28460 -3.28215 4.55001 0.00
C 2.83110 -1.88434 4.66326 0.00
O 2.08050 -1.42881 3.82491 0.00
N 3.29537 -1.27698 5.78070 0.00
C 2.95005 0.11425 6.04951 0.00
H 3.99300 -3.60577 5.31261 0.00
H 3.83114 -3.39552 3.61377 0.00
H 2.35323 -3.84672 4.50621 0.00
H 3.81876 -1.82103 6.45164 0.00
H 3.59805 0.63775 6.75247 0.00
H 2.09335 0.02092 6.71694 0.00
H 2.80062 0.61709 5.09404 0.00

83
Properties=species:S:1:pos:R:3:lowdin_spin:R:1 method="wB97M-V/def2-TZVPD" gap_ev="3.65 / 5.05" lumo_energy_ha="-0.1232 / -0.1490" homo_ha="-0.257 / -0.335" multiplicity=5 charge=+1 e_above_lowest_kcal_mol=0.00
Ru -0.79845 0.78178 1.20419 2.41
C -1.92244 -2.98929 5.96812 0.00
C -2.67885 -1.66869 5.92574 0.00
N -1.90657 -0.56063 5.35129 0.02
C -1.27994 0.39552 6.28337 0.00
C -2.19503 1.56797 6.65984 0.00
C -1.84278 -0.44732 4.00592 0.01
S -0.73459 0.81124 3.47278 0.07
N -2.51391 -1.31076 3.24737 0.00
C -2.65647 -1.48921 1.97130 0.01
O -2.20069 -0.77822 0.98084 0.10
C -3.47390 -2.64491 1.53568 0.00
C -3.66571 -2.85507 0.16297 0.00
C -4.34992 -3.99192 -0.24551 0.00
C -4.91698 -4.90271 0.67964 0.00
C -4.71695 -4.66238 2.02803 0.00
C -4.00247 -3.52573 2.47395 0.00
H -2.61728 -3.81060 6.23225 0.00
H -1.12238 -2.98793 6.74938 0.00
H -1.48764 -3.22126 4.95896 0.00
H -2.99742 -1.37121 6.92670 0.00
H -3.59512 -1.77465 5.30380 0.00
H -0.36680 0.81708 5.80711 0.00
H -0.95708 -0.17684 7.18210 0.00
H -2.29934 2.28753 5.83699 0.00
H -1.79387 2.10053 7.53276 0.00
H -3.22679 1.23638 6.91279 0.00
H -3.24602 -2.15073 -0.55622 0.00
H -4.51153 -4.15614 -1.31684 0.00
H -5.46773 -5.76193 0.33017 0.00
H -5.04284 -5.43023 2.72920 0.00
H -3.78811 -3.35172 3.52136 0.00
C 8.35578 1.04772 -9.14566 0.00
O 8.48532 1.06939 -7.69532 0.00
C 7.38577 1.02439 -6.90208 0.00
C 7.67790 1.00227 -5.53112 0.00
C 6.66391 0.93227 -4.61442 0.00
C 5.31930 0.93495 -5.02063 0.00
C 5.04330 0.92500 -6.38457 0.00
C 6.06509 0.96749 -7.33652 0.00
C 4.28104 0.95440 -4.04188 0.00
N 4.50067 0.93139 -2.71925 0.00
C 3.25536 0.96006 -2.13981 0.00
C 2.22913 1.01202 -3.12922 0.00
N 2.92256 0.97728 -4.33605 0.00
C 0.86053 0.96278 -2.81330 0.02
C -0.19790 0.85472 -3.72316 0.10
C -1.48976 0.71458 -3.21425 0.08
C -1.71064 0.66981 -1.83487 0.05
N -0.68204 0.73409 -0.95260 0.15
C 0.55524 0.85042 -1.40808 0.10
C 1.58131 0.86714 -0.40944 0.12
N 1.19017 0.80738 0.89788 0.19
C 2.14345 0.89453 1.83885 0.08
C 3.49898 1.02997 1.55611 0.08
C 3.91595 1.07422 0.23497 0.12
C 2.95557 0.94848 -0.76149 0.03
H 9.38192 1.04878 -9.53309 0.00
H 7.83300 1.94118 -9.51781 0.00
H 7.87178 0.12656 -9.50627 0.00
H 8.70642 1.06977 -5.22056 0.00
H 6.81588 0.88253 -3.54440 0.00
H 4.01423 0.90393 -6.74378 0.00
H 5.81889 0.96892 -8.40494 0.00
H 2.52184 1.00517 -5.28830 0.00
H 0.02664 0.88796 -4.78284 0.01
H -2.33689 0.64703 -3.89928 0.00
H -2.68257 0.47582 -1.41440 0.00
H 1.80890 0.82902 2.85836 0.00
H 4.19282 1.10032 2.38611 0.00
H 4.93713 1.21857 -0.09889 0.00
O -2.25858 2.08832 0.79045 0.15
N -3.43098 1.82196 1.39214 0.01
C -4.43489 1.52957 0.51262 0.02
C -5.67287 1.20030 1.06387 0.00
C -5.87147 1.22386 2.45993 0.02
C -4.87897 1.86588 3.22083 0.00
C -3.61772 2.16983 2.70302 0.02
H -4.12029 1.55867 -0.52755 0.00
H -6.48107 0.86718 0.39162 0.00
H -6.69177 0.72230 2.93983 0.00
H -5.08753 2.11585 4.24950 0.00
H -2.79428 2.60607 3.24365 0.00